One molecule with the formula C4H12N2O, computed with the ωB97M-V functional and the def2-TZVPD basis.

Output
**Orbital gap**: 9.580 eV
**LUMO energy**: 0.8304 eV

Element x y z (Å)
C (0.135, -0.968, -1.424)
H (-2.356, 0.145, -0.347)
C (-1.660, 0.851, -0.805)
H (0.055, -1.868, -0.808)
O (-2.135, 1.002, -2.125)
N (1.433, -0.136, 2.637)
C (-0.283, 0.232, -0.566)
C (1.068, -0.625, 1.329)
H (1.159, 0.817, 2.768)
H (-1.658, 1.776, -0.225)
H (-1.422, 1.428, -2.607)
H (1.144, -0.944, -1.818)
H (2.409, -0.305, 2.782)
H (-0.607, -1.075, -2.215)
H (0.932, -1.711, 1.391)
H (-0.282, 0.855, 1.369)
H (0.476, 1.031, -0.721)
H (1.788, -0.484, 0.502)
N (-0.198, -0.020, 0.884)


C7H8O5Zn as an isolated structure, computed with the ωB97M-V functional and the def2-TZVPD basis.

Output
**Orbital gap**: 8.720 eV
**LUMO energy**: -8.8374 eV
**Total charge**: +2

Element x y z (Å)
H (-2.279, 1.808, -1.747)
C (0.480, -2.357, 0.151)
C (2.526, -1.636, -2.650)
C (-1.122, 0.574, 1.066)
H (-1.518, -0.883, -2.479)
O (1.808, 2.259, -1.174)
C (1.473, 1.172, -1.005)
H (3.479, -2.439, -0.925)
O (2.664, -0.043, 2.417)
C (1.750, -0.124, 1.748)
H (-3.342, 0.472, -1.307)
O (0.466, -3.343, 0.738)
C (-2.553, 0.778, -2.006)
O (-1.778, 1.054, 1.864)
H (2.442, -0.805, -3.359)
O (-1.422, -0.102, -1.896)
C (3.370, -1.597, -1.618)
H (-2.958, 0.700, -3.020)
Zn (0.234, -0.379, -0.468)
H (1.909, -2.518, -2.859)
H (4.016, -0.732, -1.429)


One molecule with the formula C25H27FN6O2S, computed with the ωB97M-V functional and the def2-TZVPD basis.

Output
**Orbital gap**: 7.538 eV
**LUMO energy**: 0.3619 eV

Element x y z (Å)
C (0.635, -0.866, 2.520)
C (-0.464, 1.886, -4.856)
F (-2.333, -2.050, 8.088)
N (-1.071, -0.487, 0.748)
H (-2.493, -1.423, 1.904)
N (1.503, -1.862, -0.302)
C (0.565, 3.533, -1.775)
H (-0.476, 5.412, -3.422)
C (-0.706, -1.975, 4.272)
H (-1.537, 3.858, -2.023)
C (-1.858, -3.160, 6.053)
H (-1.150, -0.001, 7.013)
S (-1.447, 0.542, -4.437)
N (2.211, -2.651, -1.101)
C (-0.292, 0.129, 1.805)
C (0.489, -1.414, -1.007)
O (1.033, 4.750, -2.160)
H (1.913, 0.609, -0.694)
H (-1.014, 0.532, 2.527)
C (-0.055, -0.369, -3.962)
H (-0.928, 2.770, -5.246)
H (1.629, 2.363, -4.825)
H (2.066, -0.031, -3.894)
C (3.863, 2.158, -1.057)
C (-0.596, -0.456, -0.617)
N (-0.113, -2.001, 3.025)
C (1.168, 1.325, -1.004)
C (-1.134, 1.875, -1.367)
H (3.760, 1.843, -0.013)
C (-0.174, 0.950, -1.007)
C (-0.657, -0.851, 5.109)
H (-1.245, -1.980, -3.217)
H (3.896, 1.271, -1.699)
N (0.599, -1.950, -2.252)
H (0.280, 0.958, 1.391)
H (-2.177, 1.600, -1.358)
H (-1.472, -0.716, -1.233)
H (-0.583, 5.982, -1.732)
H (-2.321, -4.057, 6.435)
C (1.088, 0.351, -4.125)
H (-1.317, -3.546, 2.259)
H (0.176, -2.495, -4.162)
H (1.179, -0.381, 3.329)
H (-0.205, 0.068, 4.771)
H (0.034, -3.024, 1.239)
C (0.103, 5.730, -2.548)
C (-0.766, 3.159, -1.744)
C (-1.795, -2.027, 6.843)
H (-2.176, -2.207, 0.343)
C (-1.192, -0.875, 6.382)
O (2.835, 3.039, -1.438)
C (1.552, 2.597, -1.388)
C (0.852, 1.647, -4.636)
H (1.361, -1.257, 1.800)
H (-1.343, -4.034, 4.199)
H (4.788, 2.720, -1.173)
N (1.698, -2.713, -2.254)
C (-0.752, -2.681, 1.918)
C (-1.314, -3.131, 4.787)
C (-0.194, -1.762, -3.435)
H (0.692, 6.607, -2.806)
C (-1.706, -1.710, 1.195)


C35H60GaN4OPS2Si3 as an isolated structure, computed with the ωB97M-V functional and the def2-TZVPD basis.

Output
**Orbital gap**: 6.835 eV
**LUMO energy**: -5.3511 eV
**Total charge**: +2

Element x y z (Å)
H (2.512, 0.783, 2.844)
C (1.783, -2.563, -2.049)
H (0.557, 3.023, -3.177)
C (4.939, 3.922, -2.025)
H (-0.075, 5.361, 2.432)
H (-2.157, 1.670, -1.209)
H (1.741, -5.558, -0.565)
H (-3.045, -1.554, 0.737)
C (2.519, 3.722, -0.681)
H (-2.432, 1.829, 1.847)
C (0.612, -3.298, 3.534)
H (0.790, 0.674, 2.540)
H (-2.002, -1.076, -2.437)
H (-2.435, -2.750, -0.183)
H (1.269, -4.066, 3.122)
H (0.029, -3.773, 4.325)
C (-4.092, -1.831, -0.982)
H (1.942, 0.218, -0.827)
H (-2.182, -4.273, 2.935)
H (1.178, 0.901, -5.258)
H (3.186, 2.678, 1.732)
H (-1.270, -3.074, -2.088)
H (-2.933, 0.994, -3.465)
H (3.958, 3.001, 4.059)
C (1.687, 0.079, 2.723)
C (3.266, 4.899, -0.608)
C (-2.839, 1.058, 3.808)
C (-2.348, 0.982, 2.520)
H (5.880, 4.000, -2.553)
O (-0.326, 0.200, -2.520)
H (-3.375, 1.937, 4.136)
P (0.947, 3.798, 0.241)
C (-1.906, -1.106, 4.198)
H (-5.733, -0.505, -1.387)
C (2.989, 2.650, -1.424)
H (2.431, -4.585, 0.728)
H (-4.764, -2.259, -2.980)
H (-1.383, -4.870, 1.493)
C (2.746, -0.070, -0.149)
H (0.682, 5.665, 4.778)
H (-4.518, 0.209, -3.586)
C (1.217, 4.994, 4.119)
H (-2.965, 1.256, 0.109)
C (1.512, -4.799, 0.186)
H (-3.334, -3.183, -2.486)
Si (0.764, -3.278, -0.631)
C (2.347, 4.326, 4.570)
C (-0.255, 2.373, -3.521)
H (-1.575, -4.267, -0.798)
H (-0.408, 2.617, -4.574)
H (2.683, 4.460, 5.590)
H (1.650, -3.159, -2.955)
C (0.173, 0.954, -3.353)
H (-4.928, -0.191, 0.143)
C (-2.614, -0.010, 4.668)
C (1.267, 0.469, -4.262)
N (-2.687, 0.900, -0.802)
H (-1.847, -0.794, -4.797)
C (3.413, -2.299, 1.794)
H (-4.519, 1.551, -1.619)
H (2.851, -2.534, -1.832)
C (2.627, 3.314, 2.410)
H (1.452, -1.543, -2.251)
C (-4.756, -0.455, -0.905)
N (-2.503, -1.488, -4.435)
H (-3.315, -1.514, -5.054)
C (4.471, 4.998, -1.281)
Si (2.059, -1.093, 1.287)
H (-2.702, -3.700, 1.367)
H (5.043, 5.914, -1.227)
C (0.787, 4.825, 2.811)
C (-2.911, -1.128, -3.027)
H (1.288, -0.619, -4.309)
H (-1.683, -1.940, 4.849)
C (1.488, 3.978, 1.962)
H (-2.972, 0.017, 5.689)
C (3.057, 3.494, 3.714)
H (-2.053, -2.405, -4.458)
Ga (-0.727, -0.290, 0.055)
H (1.237, -2.533, 3.994)
H (3.816, -2.844, 0.939)
H (2.227, 0.804, -3.856)
S (-0.216, 5.219, -0.410)
H (2.418, 1.731, -1.465)
H (4.234, -1.730, 2.235)
C (0.429, -1.956, 0.695)
H (4.580, 1.909, -2.663)
H (3.508, -0.602, -0.721)
C (-0.825, -3.876, -1.490)
Si (-0.518, -2.624, 2.187)
H (0.804, -5.242, 0.890)
H (3.200, 0.845, 0.234)
H (-4.786, -2.574, -0.578)
C (-1.468, -1.132, 2.878)
C (-3.584, 0.236, -3.017)
C (-3.812, -2.200, -2.444)
C (-1.823, -3.979, 1.946)
C (4.202, 2.749, -2.093)
S (-0.230, 2.074, 0.060)
N (-2.833, -1.817, -0.222)
H (-0.564, -4.693, -2.166)
H (3.090, -3.028, 2.537)
N (-1.702, -0.096, 2.061)
H (-1.133, 2.624, -2.931)
H (2.883, 5.735, -0.034)
C (-3.917, 0.639, -1.573)
H (1.559, -0.432, 3.679)


C4H7IN as an isolated structure, computed with the ωB97M-V functional and the def2-TZVPD basis.

Output
**Orbital gap (spin up / spin down)**: 7.102 / 7.103 eV
**LUMO energy (spin up / spin down)**: -4.8190 / -4.8181 eV
**Total charge**: +1

Element x y z (Å)
N (1.636, -0.133, -0.853)
C (-1.273, -0.299, 0.478)
C (-3.134, -1.020, 0.463)
H (2.410, -0.806, -0.787)
C (1.089, 0.159, 0.421)
H (-0.866, -1.139, 0.964)
H (0.828, -0.402, -1.502)
I (-4.640, 0.157, -0.064)
H (1.831, 0.776, -1.465)
H (0.950, -0.788, 0.919)
H (1.871, 0.861, 0.957)
C (-0.319, 0.786, 0.409)
H (-0.385, 1.847, 0.059)


One molecule with the formula C4H7Br, computed with the ωB97M-V functional and the def2-TZVPD basis.

Output
**Orbital gap**: 8.764 eV
**LUMO energy**: 0.6858 eV

Element x y z (Å)
H (1.629, -1.805, 0.139)
C (1.817, 0.861, 0.078)
C (-0.735, 0.996, -0.231)
H (1.790, 1.984, 0.065)
C (0.491, 0.049, -0.284)
H (-0.423, 1.983, 0.366)
C (0.644, -1.417, -0.078)
Br (3.466, 0.017, 0.141)
H (-1.575, 0.564, 0.386)
H (0.366, -2.034, -0.952)
H (-0.973, 1.181, -1.294)
H (-0.144, -1.642, 0.654)


An isolated ion of composition C3H7N2OS and charge +1, computed with the ωB97M-V functional and the def2-TZVPD basis.

Output
**Orbital gap**: 10.149 eV
**LUMO energy**: -4.0162 eV
**Total charge**: +1

Element x y z (Å)
H (0.278, 2.104, 1.377)
H (-2.204, -1.627, 1.070)
C (-0.797, 0.882, -1.109)
H (-0.978, 0.891, -2.166)
N (-0.805, 1.913, -0.390)
O (-0.307, 0.138, 0.979)
H (1.508, -0.874, -0.347)
N (0.612, -1.231, -0.711)
C (-0.540, -0.346, -0.266)
S (-2.073, -1.659, -0.253)
H (-1.460, 1.782, 1.560)
H (0.446, -2.180, -0.337)
C (-0.573, 1.566, 0.953)
H (0.651, -1.298, -1.737)


C37H42BrGeN2O6PdS as an isolated structure, computed with the ωB97M-V functional and the def2-TZVPD basis.

Output
**Orbital gap (spin up / spin down)**: 5.205 / 5.206 eV
**LUMO energy (spin up / spin down)**: 0.2567 / 0.2577 eV
**Total charge**: -1

Element x y z (Å)
C (1.235, 3.554, -0.767)
C (2.357, -5.455, 0.526)
H (3.923, -1.580, -1.631)
H (0.334, -5.526, -2.199)
C (-4.890, -0.610, -0.225)
H (3.181, 5.809, 1.706)
H (-3.596, -3.107, -0.644)
C (2.644, 5.185, 1.000)
C (-3.715, -0.425, -0.953)
H (1.300, -3.667, -0.042)
O (2.292, 0.617, 0.846)
C (2.361, 3.079, -0.115)
H (3.219, -3.923, -1.575)
H (-0.201, -3.183, -1.481)
H (3.321, -5.749, 0.947)
C (3.337, -3.406, -0.615)
C (-2.601, -4.235, 0.858)
C (-0.387, 4.966, 4.448)
H (-0.946, 1.234, 5.272)
H (0.657, 2.912, -1.419)
S (2.947, 1.396, -0.237)
H (-7.032, -0.464, -0.219)
H (3.941, 3.479, 1.269)
C (3.069, 3.884, 0.773)
C (0.844, 4.866, -0.551)
O (1.400, 2.451, -4.670)
C (-0.340, 4.011, 3.442)
H (1.570, -5.821, 1.194)
C (-6.124, -0.323, -0.795)
C (2.286, -3.938, 0.350)
C (-2.859, -3.091, 0.149)
H (-4.836, -0.975, 0.797)
C (-0.792, 2.282, 5.055)
H (-0.140, -3.143, 2.918)
H (-0.676, -5.313, -3.638)
O (-0.516, 0.418, 2.997)
Ge (1.533, -0.961, -1.307)
H (-0.227, 6.013, 4.214)
H (-1.450, -5.172, 2.442)
H (0.799, -3.287, -4.365)
C (-0.634, 4.590, 5.763)
H (2.242, -5.956, -0.439)
C (0.921, -3.024, -3.307)
C (-0.906, -3.142, 2.151)
H (0.288, -0.953, -3.499)
O (0.217, 1.447, -3.009)
H (1.794, -3.577, -2.938)
H (-2.863, 0.231, -2.797)
C (-5.023, 0.341, -2.826)
H (-1.413, -5.294, -2.028)
C (-0.837, 3.249, 6.042)
H (3.620, -1.383, 0.076)
C (3.261, -1.891, -0.819)
Br (-1.167, 2.728, 7.846)
C (1.094, 7.122, 0.542)
H (1.527, 7.533, 1.456)
C (-0.312, -3.484, -2.532)
C (-2.359, -0.676, -0.337)
H (-0.660, 5.325, 6.557)
C (2.620, 1.520, -2.867)
H (-1.194, -2.958, -2.917)
C (-2.144, -1.911, 0.404)
C (-1.621, -4.259, 1.884)
C (-1.117, -1.893, 1.427)
N (-1.472, 0.246, -0.469)
C (-6.193, 0.143, -2.102)
C (1.162, -1.519, -3.168)
H (-5.074, 0.713, -3.843)
H (-0.143, -1.536, 0.942)
H (3.116, 2.469, -2.666)
Pd (0.291, 0.484, 0.117)
H (-0.151, 4.282, 2.410)
H (-7.155, 0.365, -2.548)
C (-3.789, 0.066, -2.253)
H (2.407, -3.443, 1.320)
H (-1.302, -1.056, 2.123)
C (1.532, 5.692, 0.330)
N (2.559, 0.714, -1.623)
C (-0.538, 2.669, 3.745)
H (2.015, -1.199, -3.773)
H (-0.023, 5.251, -1.078)
O (-0.288, 2.096, 1.480)
O (4.382, 1.485, -0.096)
H (0.006, 7.199, 0.604)
C (-0.533, -4.992, -2.604)
H (-3.159, -5.138, 0.634)
C (-0.437, 1.617, 2.657)
H (4.333, -3.667, -0.236)
H (1.422, 7.747, -0.294)
C (1.260, 1.845, -3.589)
H (3.215, 0.984, -3.608)